1.
71
Properties=species:S:1:pos:R:3:forces:R:3 method="wB97M-V/def2-TZVPD" e_homo_ev=-10.52 total_charge=+1
C 7.331340 -2.405769 0.828556 0.2 0.0 0.5
C 6.823030 -0.998087 0.531053 -0.3 -0.1 1.1
F 7.739960 -0.281833 -0.192384 0.2 0.1 -0.7
C 5.420038 -0.893653 -0.062847 0.9 -0.6 -0.1
O 5.190758 0.522047 -0.248765 -1.1 -0.6 -0.2
S 3.613049 0.809051 -0.168606 -0.4 1.2 0.3
O 3.059083 0.537629 1.117872 0.3 -1.6 0.7
O 3.446538 2.164574 -0.527591 0.3 1.1 -1.3
C 2.910407 -0.276897 -1.434328 0.5 -0.1 -0.2
C 1.818737 -1.186473 -0.891249 -0.7 0.8 0.0
C 0.633627 -0.360778 -0.321075 -0.3 -0.4 0.2
C 0.082529 -1.025543 0.952806 0.4 0.2 -0.5
C -0.648173 -2.327185 0.584170 -0.8 0.6 0.0
O -0.434124 -3.381468 1.523116 0.3 0.5 0.3
C 0.705818 -4.069864 1.323203 -0.4 -0.2 2.0
O 1.147108 -4.358802 0.280963 1.0 -0.3 -2.6
C 4.026183 -0.973254 -2.223816 0.1 -0.7 0.8
C 5.099644 -1.706360 -1.348326 -0.5 -1.0 -0.9
S 4.337283 -3.354509 -0.975144 -0.4 0.0 0.2
P 6.583821 -2.002337 -2.498722 1.3 1.1 -0.1
O 7.214412 -3.465224 -2.135100 -0.9 0.1 -0.3
Br 5.680965 -2.345542 -4.553374 -0.1 -0.3 0.5
H 6.586152 -3.186779 0.729015 -0.1 0.0 -0.2
H 7.662504 -2.431911 1.865335 0.0 0.0 0.1
H 8.213424 -2.650410 0.246647 -0.1 0.0 -0.4
H 6.770910 -0.481573 1.489691 -0.2 0.2 0.0
H 4.741006 -1.245820 0.719435 0.0 -0.1 0.0
H 2.426083 0.408724 -2.129224 0.1 0.3 0.1
H 2.162231 -1.886634 -0.135612 0.2 -0.1 -0.1
H 1.422669 -1.733948 -1.745486 0.3 -0.4 0.0
H 0.912441 0.675849 -0.137875 0.1 0.0 0.2
H -0.185195 -0.326925 -1.049061 0.1 0.1 -0.2
H -0.583157 -0.337221 1.474254 -0.1 -0.1 0.1
H 0.932782 -1.206724 1.611238 -0.1 -0.1 0.1
H -1.718308 -2.120143 0.608780 -0.1 -0.2 0.1
H -0.432443 -2.622144 -0.440065 0.3 -0.3 0.1
H 1.213222 -4.382478 2.245482 -0.5 0.1 0.3
H 3.552976 -1.766637 -2.796904 -0.1 0.2 -0.3
H 4.513038 -0.303671 -2.928446 0.0 0.3 0.1
H 5.382483 -4.175046 -0.735671 0.1 0.5 0.0
H 6.647519 -4.199500 -2.430850 0.2 0.0 0.1
C -1.729156 2.844426 1.771549 0.0 -0.2 0.0
C -2.141623 2.370624 0.374019 0.2 0.1 0.4
C -3.431173 2.943538 -0.203235 0.2 -0.2 -0.1
N -4.746947 2.424136 0.354299 0.1 0.2 -0.2
C -4.844765 0.936048 0.120438 -0.2 -0.1 0.2
C -6.218653 0.389280 0.465895 -0.2 0.0 0.0
C -7.309805 1.095963 -0.326022 -0.1 0.0 -0.1
C -7.233308 2.601569 -0.118601 -0.1 -0.1 0.1
C -5.844017 3.136823 -0.421558 -0.2 -0.1 0.1
C -4.870638 2.755666 1.807183 -0.1 -0.2 0.0
H -2.258611 2.322318 2.566107 0.0 0.1 0.0
H -0.670687 2.638254 1.928259 0.0 0.1 0.0
H -1.881446 3.918226 1.890890 0.0 0.0 0.0
H -2.135778 1.279724 0.335900 0.0 0.0 -0.1
H -1.348059 2.689690 -0.305958 -0.2 0.0 -0.2
H -3.462987 2.714259 -1.268821 -0.1 0.0 0.0
H -3.453151 4.028086 -0.090162 -0.1 0.0 0.1
H -4.617530 0.765396 -0.933098 0.0 0.1 0.0
H -4.083144 0.457225 0.732161 0.1 0.1 -0.1
H -6.237873 -0.679000 0.247124 0.2 0.0 0.0
H -6.409078 0.484532 1.538210 0.0 0.0 0.0
H -8.290392 0.726876 -0.026401 0.0 0.0 0.0
H -7.198119 0.865020 -1.390268 0.0 0.0 0.0
H -7.536760 2.855918 0.899133 0.0 0.0 0.0
H -7.948998 3.103190 -0.771449 0.1 0.1 0.0
H -5.765639 4.196093 -0.178266 0.1 0.0 0.0
H -5.615122 2.998925 -1.478771 0.1 0.0 0.0
H -4.502417 3.765263 1.965632 0.1 0.0 0.0
H -4.307242 2.029199 2.381725 0.1 0.1 0.0
H -5.909250 2.696000 2.112992 0.0 0.0 -0.1

***

2.
64
Properties=species:S:1:pos:R:3:forces:R:3 method="wB97M-V/def2-TZVPD" e_homo_ev=-14.52 total_charge=+2 e_above_lowest_kcal_mol=10.1
Hf -0.665502 -0.214360 -1.152520 0.7 -0.9 -0.2
C -0.136033 -4.680248 0.184840 -0.2 0.5 -1.5
C -0.479021 -3.571543 -0.556003 0.0 1.7 0.5
N -0.134457 -2.328954 -0.123611 0.9 0.2 0.9
C 0.643169 -2.238688 1.015923 -0.3 -1.5 -0.8
C 1.075838 -3.460004 1.623901 0.1 2.4 -0.2
N 0.665962 -4.622765 1.209990 0.3 -1.1 0.7
C 1.087743 -0.884641 1.458865 0.7 0.1 0.5
C 1.653874 -0.565057 2.689782 0.6 -0.1 0.6
C 2.068985 0.731317 3.037619 -0.5 -0.1 -1.5
C 2.052716 1.653179 1.965694 -0.6 0.3 0.8
C 1.350335 1.375343 0.841252 0.1 -2.8 -0.1
N 0.904943 0.096012 0.594747 -1.1 1.3 -1.7
C 0.882672 2.389281 -0.074625 -1.1 0.5 -0.4
C 1.384961 3.675394 -0.201093 -0.2 0.1 -0.6
N 0.788026 4.572525 -0.983622 -1.1 -0.2 0.1
C -0.429771 4.272807 -1.536002 2.6 -0.2 0.9
C -0.911041 2.982816 -1.419619 -0.1 0.1 -0.1
N -0.240545 2.054030 -0.735266 0.1 -0.2 -0.1
C 2.193606 1.214569 4.416168 -1.0 0.1 1.4
C 1.606947 2.484073 4.686562 1.3 -0.5 -0.8
C 1.557727 2.953268 5.981031 0.0 -0.5 0.6
N 1.884926 2.198607 7.043380 -0.1 0.0 -0.6
C 2.305573 0.951806 6.814981 0.3 0.7 -0.6
C 2.499973 0.413733 5.536256 0.2 -0.5 -0.6
H -0.448288 -5.587279 -0.269542 -0.1 -1.2 0.4
H -1.045336 -3.692669 -1.482426 0.3 0.4 0.3
H 1.827782 -3.438414 2.407300 -0.2 0.0 0.1
H 1.773050 -1.297356 3.450376 -0.3 -0.7 0.5
H 2.259950 2.692655 2.083373 0.7 0.4 0.5
H 2.311455 3.941024 0.297022 0.0 0.2 -0.2
H -0.840085 5.063926 -2.125948 -0.6 0.1 -0.2
H -1.807819 2.630150 -1.897206 -0.3 0.3 -0.1
H 1.320760 3.129583 3.855936 -0.1 -0.1 0.4
H 1.241448 3.971162 6.174404 -0.1 -0.1 0.1
H 2.588604 0.407797 7.692794 0.0 -0.4 0.3
H 2.896573 -0.627617 5.425012 -0.3 1.1 0.1
F 3.929802 0.015976 -2.548384 0.7 -0.2 0.3
C 2.972138 0.650825 -3.152526 -0.7 -0.7 -1.8
F 2.382845 1.481365 -2.332328 -0.4 0.9 0.9
F 3.362953 1.307887 -4.211721 0.7 0.3 -0.4
S 1.707808 -0.621692 -3.704455 0.1 -0.5 0.8
O 1.090822 -0.699386 -2.330533 -1.0 -0.4 0.1
O 2.325591 -1.819088 -4.115012 0.6 -0.1 -0.1
N 0.746059 -0.093473 -4.818662 0.2 0.4 1.1
S -0.676431 0.482996 -4.509358 -0.5 -0.2 -1.5
O -0.991246 0.670875 -3.077387 0.3 0.2 1.2
O -1.700140 -0.217988 -5.194065 0.1 0.5 -0.2
C -0.546205 2.284397 -5.027824 -0.2 -0.9 -0.7
F 0.529951 2.815962 -4.508212 0.8 0.2 0.7
F -1.617062 2.840480 -4.532845 -1.0 0.8 0.6
F -0.527200 2.448591 -6.320622 0.1 -0.4 -0.5
O -2.098535 -1.511653 -1.947745 1.3 0.8 -0.6
N -3.080454 -2.051900 -1.267749 -0.6 0.4 0.9
C -3.701349 -3.132551 -1.789209 1.9 0.8 -1.6
C -4.734782 -3.688323 -1.145436 -0.7 -1.0 -0.2
C -5.188996 -3.152732 0.061813 -0.2 -0.2 0.0
C -4.520094 -2.053351 0.567820 -0.7 0.8 0.2
C -3.451871 -1.452133 -0.124742 -0.4 -0.6 1.0
S -2.568758 -0.085651 0.552109 0.0 -0.4 -0.8
H -3.218677 -3.400725 -2.761795 -0.9 -0.1 1.0
H -5.161189 -4.539698 -1.658774 -0.4 -0.1 0.4
H -6.064927 -3.631943 0.534271 0.7 0.6 0.0
H -4.889734 -1.492518 1.433638 0.2 -0.6 -0.1

***

3.
44
Properties=species:S:1:pos:R:3:forces:R:3 method="wB97M-V/def2-TZVPD" e_homo_ev=-5.52 total_charge=-1 e_above_lowest_kcal_mol=0.0
C 1.970730 -4.171970 3.301111 -0.9 0.2 -0.2
C 1.067473 -3.475511 2.895413 -0.3 0.9 -0.2
In -0.684407 -2.245083 2.333985 -0.7 -1.1 -0.3
N -2.124412 -2.488004 3.874208 0.6 0.2 0.0
C -1.475358 -2.807148 0.334695 0.5 0.4 0.5
C -2.916490 -3.239406 0.426293 0.8 0.1 0.0
O -3.301366 -4.143878 -0.597049 -0.6 -0.1 -0.3
C -3.822995 -2.045629 0.347851 -0.3 0.0 1.3
N -3.475561 -1.125885 1.432779 0.3 0.1 -0.4
S 0.033192 0.206356 2.148424 0.4 -0.7 -0.3
O -0.187829 0.745136 0.832616 -0.8 0.5 -0.6
O 1.385282 0.398485 2.596150 0.3 0.4 0.9
F -0.960582 1.076641 3.109933 0.3 0.2 0.0
H 2.495635 -4.955108 3.743526 0.9 -0.6 0.3
H -2.802521 -3.179178 3.583170 -0.2 -0.1 -0.2
H -1.634084 -2.929113 4.645284 0.0 0.0 0.2
H -1.404679 -1.948635 -0.320802 0.2 0.2 -0.4
H -0.857842 -3.600354 -0.063904 0.3 -0.3 -0.1
H -3.048196 -3.715083 1.395280 -0.4 -0.3 0.3
H -2.530665 -4.650263 -0.842066 0.3 -0.1 -0.1
H -4.832619 -2.413673 0.490599 -0.5 0.0 -0.4
H -3.725597 -1.558916 -0.606607 0.0 0.1 -0.5
H -4.060941 -1.219426 2.241654 -0.1 0.1 0.2
H -3.415936 -0.169924 1.131950 -0.1 0.2 0.1
C 0.891218 0.546036 -2.016826 0.0 0.1 0.1
C 1.578169 1.327629 -3.107764 0.1 0.0 0.1
O 1.429255 0.471579 -4.250823 -0.1 0.0 0.1
C 0.359494 -0.332906 -4.030216 0.0 0.1 0.2
O -0.129108 -1.037181 -4.855210 0.0 -0.1 -0.1
O -0.077769 -0.217834 -2.757810 0.1 0.0 -0.2
H 0.406017 1.175162 -1.282280 -0.2 -0.1 0.1
H 1.564721 -0.140199 -1.502122 0.0 0.0 0.0
H 1.080435 2.278167 -3.313635 0.0 0.0 0.0
H 2.624712 1.515146 -2.901947 0.1 -0.1 -0.2
C 2.661260 4.444860 -0.012312 -0.1 0.0 0.2
C 3.042656 5.773052 -0.631823 -0.1 0.1 0.1
O 3.873694 5.376669 -1.730168 -0.1 -0.1 0.0
C 3.545745 4.102757 -2.062036 -0.1 -0.1 0.2
O 3.923236 3.525268 -3.026265 0.2 0.1 -0.2
O 2.717095 3.565143 -1.137363 0.0 0.1 0.0
H 1.666907 4.441566 0.425399 0.0 -0.1 -0.1
H 3.380655 4.106216 0.734571 0.0 0.0 0.0
H 2.179334 6.314662 -1.023241 0.0 0.0 0.0
H 3.592059 6.419792 0.047380 0.1 0.0 -0.1

***

In eV Å⁻¹, the max |F| values for the records above are, in order, 2.790, 2.775, 1.359.
In Ha, the energy values for the records above are, in order, -5103.04886, -3617.88702, -1905.43038.
In eV, the frontier orbital gap values for the records above are, in order, 8.1, 7.1, 7.7.